Entry 1:
9 unconnected molecules or ions with the total composition C50H115N9 at a distorted geometry, computed with wB97M-V/def2-TZVPD.

* orbital gap: 8.69 eV
* SMILES: c1cc[nH]c1.c1cc[nH]c1.CCN(CC)CC.CCN(CC)CC.CCN(CC)CC.CCN(CC)CC.CCN(CC)CC.CCN(CC)CC.CCN(CC)CC

Last column: Mulliken charge in e.
Element x y z (Å)
C  0.72  0.22  0.12  -0.837
C  -0.69  -0.45  0.24  -0.064
N  -0.72  -1.72  -0.48  0.427
C  0.29  -2.67  0.01  -0.665
C  0.21  -3.04  1.50  -0.908
C  -2.04  -2.36  -0.43  -0.516
C  -2.66  -2.32  -1.84  -1.064
H  1.41  -0.30  0.78  0.474
H  0.66  1.24  0.49  0.287
H  1.18  0.20  -0.87  -0.288
H  -0.96  -0.67  1.29  -0.285
H  -1.47  0.21  -0.12  0.469
H  0.14  -3.65  -0.45  0.400
H  1.30  -2.36  -0.25  0.326
H  0.91  -3.85  1.67  0.569
H  0.38  -2.18  2.16  -0.055
H  -0.79  -3.35  1.83  0.197
H  -2.67  -1.77  0.25  0.011
H  -1.99  -3.40  -0.11  0.614
H  -2.21  -2.97  -2.59  0.291
H  -2.60  -1.28  -2.16  -0.063
H  -3.71  -2.63  -1.74  0.425
C  -3.82  2.40  0.49  -0.849
C  -3.95  3.79  1.07  -0.499
N  -5.31  4.27  1.26  0.141
C  -5.38  5.46  2.09  -0.399
C  -6.82  5.87  2.39  -1.417
C  -6.10  4.34  0.02  -0.788
C  -5.65  5.44  -0.92  -0.868
H  -4.15  2.43  -0.55  0.247
H  -4.43  1.62  0.95  0.391
H  -2.80  2.02  0.46  -0.017
H  -3.27  3.90  1.93  0.409
H  -3.47  4.47  0.35  0.210
H  -4.92  5.25  3.05  0.424
H  -4.90  6.33  1.60  0.324
H  -7.45  6.03  1.52  0.289
H  -7.30  5.05  2.92  0.360
H  -6.85  6.71  3.09  0.422
H  -7.18  4.29  0.20  0.473
H  -6.02  3.32  -0.38  0.380
H  -6.43  5.63  -1.66  0.410
H  -4.63  5.30  -1.26  0.137
H  -5.62  6.40  -0.40  0.274
C  0.82  -1.82  -6.09  -1.086
C  -0.53  -1.42  -5.42  0.446
N  -1.36  -0.84  -6.46  0.179
C  -1.97  -1.84  -7.36  -0.622
C  -2.50  -1.32  -8.71  -1.426
C  -2.34  0.08  -5.88  -0.441
C  -3.56  -0.51  -5.14  -0.909
H  1.55  -1.00  -6.08  0.196
H  0.67  -2.20  -7.10  0.334
H  1.43  -2.58  -5.59  0.241
H  -0.96  -2.35  -5.03  0.180
H  -0.24  -0.78  -4.59  -0.294
H  -1.25  -2.63  -7.54  0.540
H  -2.74  -2.31  -6.74  0.370
H  -3.23  -0.51  -8.63  0.285
H  -1.61  -0.85  -9.14  0.335
H  -2.75  -2.15  -9.37  0.408
H  -2.76  0.78  -6.61  0.307
H  -1.78  0.83  -5.30  0.220
H  -4.27  0.27  -4.88  0.428
H  -3.30  -1.03  -4.22  0.026
H  -4.07  -1.28  -5.72  0.419
C  3.41  1.70  8.90  -1.203
C  2.41  1.32  7.79  -0.523
N  3.15  0.58  6.76  0.051
C  2.44  0.78  5.48  -0.401
C  3.06  0.02  4.28  -1.115
C  3.23  -0.86  7.10  0.045
C  4.55  -1.50  6.71  -1.469
H  3.79  0.82  9.40  0.314
H  2.90  2.38  9.59  0.422
H  4.18  2.35  8.48  0.286
H  1.51  0.83  8.17  0.304
H  2.05  2.23  7.30  0.439
H  2.37  1.80  5.12  0.468
H  1.44  0.35  5.62  0.228
H  2.48  0.08  3.36  0.073
H  3.08  -1.04  4.54  0.390
H  4.03  0.45  4.04  0.301
H  3.11  -1.00  8.17  0.586
H  2.32  -1.31  6.69  -0.200
H  4.93  -1.24  5.72  0.287
H  5.31  -1.13  7.40  0.385
H  4.54  -2.59  6.80  0.379
C  3.64  5.83  -1.56  -1.202
C  2.87  6.02  -0.26  -0.828
N  2.67  4.74  0.43  1.112
C  1.92  4.87  1.67  -0.375
C  0.43  5.09  1.45  -1.322
C  3.98  4.06  0.71  -0.978
C  3.57  2.54  0.57  -0.003
H  3.23  5.00  -2.14  0.149
H  4.72  5.70  -1.53  0.386
H  3.65  6.70  -2.22  0.404
H  3.35  6.81  0.35  0.420
H  1.90  6.48  -0.45  0.343
H  1.94  3.96  2.27  -0.074
H  2.21  5.74  2.28  0.299
H  -0.01  5.30  2.43  0.485
H  0.20  6.01  0.91  0.359
H  -0.18  4.32  0.99  0.142
H  4.25  4.29  1.74  0.341
H  4.86  4.23  0.10  0.296
H  4.40  1.87  0.34  0.545
H  2.83  2.53  -0.22  -0.179
H  3.06  2.33  1.51  -0.198
C  -1.00  -1.73  5.11  -0.383
C  -2.14  -0.93  5.80  -0.898
N  -3.20  -0.66  4.83  0.066
C  -2.93  0.30  3.82  0.062
C  -2.27  1.62  4.25  -0.746
C  -3.93  -1.78  4.30  -0.058
C  -4.44  -2.79  5.34  -1.446
H  -0.03  -1.77  5.63  0.190
H  -0.76  -1.10  4.24  -0.018
H  -1.15  -2.76  4.77  0.303
H  -2.38  -1.54  6.67  0.394
H  -1.69  0.03  6.04  0.351
H  -2.39  -0.04  2.92  -0.150
H  -3.84  0.74  3.38  0.645
H  -2.67  2.08  5.15  0.386
H  -1.21  1.45  4.48  -0.028
H  -2.33  2.32  3.42  -0.152
H  -3.48  -2.33  3.46  0.017
H  -4.82  -1.36  3.83  0.499
H  -5.07  -3.58  4.94  0.453
H  -4.95  -2.21  6.11  0.323
H  -3.61  -3.34  5.79  0.279
C  4.48  -8.37  -1.58  -1.240
C  3.88  -8.86  -2.92  -0.587
N  3.29  -7.72  -3.63  0.252
C  1.97  -7.37  -3.08  -0.863
C  2.05  -5.96  -2.48  -0.915
C  3.23  -8.02  -5.07  -0.609
C  4.61  -7.88  -5.73  -1.150
H  3.68  -7.91  -1.00  0.238
H  5.27  -7.62  -1.64  0.312
H  4.88  -9.20  -0.99  0.413
H  4.62  -9.35  -3.55  0.439
H  3.17  -9.65  -2.66  0.324
H  1.10  -7.31  -3.73  0.459
H  1.73  -8.04  -2.25  0.386
H  1.16  -5.72  -1.88  0.287
H  2.88  -5.81  -1.79  0.314
H  2.11  -5.24  -3.30  0.212
H  2.58  -7.27  -5.53  0.411
H  2.80  -9.02  -5.21  0.331
H  4.84  -6.81  -5.66  0.277
H  4.73  -8.19  -6.77  0.383
H  5.33  -8.52  -5.22  0.301
N  0.34  2.69  -2.49  0.667
C  -0.84  2.02  -2.79  -0.686
C  -1.85  2.95  -2.65  -0.695
C  -1.30  4.20  -2.29  -1.206
C  0.02  3.93  -2.01  -0.220
H  1.21  2.25  -2.25  -0.108
H  -0.85  0.97  -3.05  0.664
H  -2.90  2.71  -2.68  0.632
H  -1.73  5.18  -2.18  0.478
H  0.85  4.54  -1.68  0.273
N  3.09  2.01  -4.62  -0.042
C  4.15  1.85  -3.78  -0.846
C  3.82  0.89  -2.81  -0.733
C  2.56  0.41  -3.12  0.049
C  2.16  1.10  -4.23  -1.135
H  2.98  2.73  -5.31  0.218
H  4.97  2.55  -3.72  0.419
H  4.60  0.59  -2.14  0.538
H  2.07  -0.46  -2.71  0.847
H  1.29  0.90  -4.85  0.721

Entry 2:
2 unconnected molecules or ions with the total composition S2 at a distorted geometry, computed with wB97M-V/def2-TZVPD.

* orbital gap: 4.75 eV

Last column: Mulliken charge in e.
Element x y z (Å)
S  1.44  0.10  0.65  0.000
S  -1.44  -0.10  -0.65  0.000

Which formula does entry 1 have?
C50H115N9